1.
One molecule with the formula C3H3NO in a non-equilibrium geometry. Source: the Open Molecules 2025 dataset; level of theory: ωB97M-V/def2-TZVPD.

## Properties
Orbital gap ... 11.222 eV
ΔE to the lowest compared entry with this formula, charge and spin ... 406.6 kJ/mol
Molecular weight ... 69.06 g/mol
SMILES ... N#C[C@H]1CO1
Charge ... 0

Last column: Löwdin charge in e.
Geometry (Å):
N 2.496 -0.241 0.860  0.165
C 1.469 -0.001 0.391  -0.141
C 0.187 0.312 -0.230  -0.418
C -0.870 -0.711 -0.307  0.082
O -0.868 0.701 0.612  -0.082
H 0.258 1.047 -1.027  0.151
H -1.525 -0.549 -1.177  0.089
H -1.147 -0.559 0.878  0.154

Forces on atoms 1 to 3 (eV/Å):
N -0.9 0.2 -0.4
C 1.0 -0.1 0.5
C 0.3 0.4 0.1

***

2.
C5H11NS2 as an isolated structure in a non-equilibrium geometry. Source: the Open Molecules 2025 dataset; level of theory: ωB97M-V/def2-TZVPD.

## Properties
Orbital gap ... 8.529 eV
ΔE to the lowest compared entry with this formula, charge and spin ... 1061.2 kJ/mol
Molecular weight ... 149.28 g/mol
Charge ... 0

Last column: Löwdin charge in e.
Geometry (Å):
C -2.537 -1.226 0.441  -0.256
C -1.884 1.431 0.062  -0.291
C 2.002 1.339 0.686  -0.263
C 2.353 -1.231 -0.006  -0.311
C 0.099 -0.211 -1.321  -0.322
N -0.019 -0.348 1.057  -0.336
S -1.316 -0.160 -0.085  0.756
S 1.363 0.035 0.059  0.695
H -2.095 -2.083 0.980  0.011
H -3.239 -1.488 -0.274  -0.032
H -1.506 2.065 -0.755  -0.006
H -2.991 1.309 -0.010  0.011
H 1.239 1.810 1.210  -0.018
H 2.766 1.954 0.307  0.021
H 2.570 -1.695 -0.992  0.019
H 3.207 -1.203 0.770  0.055
H 0.247 -1.132 -1.906  0.068
H 0.012 0.598 -2.121  0.093
H -0.272 0.237 1.898  0.107

Forces on atoms 1 to 3 (eV/Å):
C 3.2 0.0 1.2
C -0.7 -0.9 -1.8
C -1.0 0.3 0.7

***

3.
C56H51FN6O3PS2Sn as an isolated structure. Source: the Open Molecules 2025 dataset; level of theory: ωB97M-V/def2-TZVPD.

## Properties
Orbital gap ... 5.139 eV
ΔE to the lowest compared entry with this formula, charge and spin ... 0.0 kJ/mol
Molecular weight ... 1088.88 g/mol
Charge ... +1

Last column: Löwdin charge in e.
Geometry (Å):
Sn -0.398 0.941 -0.959  1.242
S -0.407 3.127 4.407  1.115
C -1.246 4.272 3.412  -0.461
C -1.788 5.512 3.747  -0.087
C -2.405 6.237 2.749  -0.083
C -2.493 5.743 1.440  -0.078
C -1.956 4.519 1.108  -0.018
C -1.318 3.780 2.104  -0.299
N -0.732 2.543 1.912  0.093
C -0.234 2.099 3.010  -0.576
C 0.392 0.763 3.110  -0.239
C -0.206 -0.184 3.937  -0.041
C 0.280 -1.478 3.993  -0.090
C 1.355 -1.841 3.192  -0.074
C 1.955 -0.901 2.374  -0.090
C 1.506 0.415 2.350  -0.476
H -1.725 5.896 4.755  0.108
H -2.832 7.202 2.982  0.105
H -2.988 6.333 0.681  0.105
H -2.016 4.125 0.103  0.095
H -1.069 0.103 4.524  0.114
H -0.191 -2.202 4.645  0.098
H 1.736 -2.854 3.210  0.102
H 2.798 -1.176 1.756  0.112
F -3.072 -3.318 4.022  0.061
C -2.556 -3.744 2.844  -0.189
C -2.160 -2.807 1.931  0.086
C -1.663 -3.204 0.693  -0.036
C -1.273 -2.169 -0.279  -0.284
O -1.461 -0.980 0.022  -0.105
C -0.743 -2.659 -1.518  -0.009
C -0.700 -4.001 -1.725  0.052
N -1.052 -4.954 -0.827  0.007
C -0.966 -6.347 -1.185  -0.263
C 0.057 -7.208 -0.495  -0.098
C 0.241 -6.819 -1.932  -0.075
C -1.558 -4.569 0.402  -0.113
C -1.961 -5.513 1.354  0.060
C -2.469 -5.119 2.580  -0.141
N -2.866 -6.140 3.494  -0.107
C -3.928 -7.037 3.063  -0.126
C -3.558 -8.451 3.530  -0.070
N -2.658 -8.304 4.732  0.049
C -3.170 -7.223 5.637  -0.073
C -2.973 -5.875 4.923  -0.133
C -0.204 -1.794 -2.651  -0.597
O -0.116 -2.303 -3.756  0.057
O 0.178 -0.620 -2.329  -0.201
H -2.242 -1.753 2.154  0.140
H -0.354 -4.354 -2.688  0.147
H -1.919 -6.797 -1.440  0.155
H -0.207 -8.229 -0.261  0.101
H 0.692 -6.713 0.227  0.113
H 0.081 -7.565 -2.695  0.113
H 1.013 -6.098 -2.155  0.114
H -1.848 -6.566 1.142  0.111
H -4.019 -7.026 1.980  0.133
H -4.900 -6.733 3.472  0.139
H -2.990 -9.004 2.784  0.135
H -4.419 -9.040 3.842  0.137
H -1.737 -8.018 4.390  0.184
H -2.558 -9.192 5.225  0.186
H -2.631 -7.276 6.580  0.139
H -4.218 -7.458 5.816  0.137
H -2.054 -5.400 5.265  0.138
H -3.808 -5.223 5.192  0.131
C 1.767 5.054 -5.080  -0.048
C 0.986 5.819 -4.046  -0.267
C 1.092 7.210 -4.080  -0.050
C 0.432 8.019 -3.175  -0.076
C -0.358 7.443 -2.192  -0.083
C -0.463 6.067 -2.135  -0.103
C 0.187 5.238 -3.053  -0.316
P -0.065 3.454 -2.728  1.052
C 1.484 2.602 -3.187  -0.381
C 1.509 1.597 -4.151  -0.100
C 2.664 0.867 -4.382  -0.071
C 3.807 1.142 -3.647  -0.073
C 3.781 2.130 -2.674  -0.044
C 2.630 2.865 -2.422  -0.291
C 2.638 3.916 -1.349  -0.072
C -1.288 2.869 -3.946  -0.328
C -1.395 3.429 -5.220  -0.080
C -2.280 2.926 -6.155  -0.083
C -3.073 1.839 -5.815  -0.079
C -3.001 1.303 -4.542  -0.049
C -2.133 1.813 -3.573  -0.308
C -2.201 1.222 -2.185  -0.323
H 1.588 5.482 -6.069  0.088
H 1.523 3.999 -5.119  0.048
H 2.839 5.131 -4.883  0.094
H 1.711 7.660 -4.847  0.115
H 0.540 9.094 -3.235  0.104
H -0.875 8.057 -1.466  0.101
H -1.046 5.615 -1.344  0.067
H 0.617 1.362 -4.715  0.111
H 2.658 0.077 -5.120  0.108
H 4.714 0.577 -3.818  0.100
H 4.665 2.329 -2.080  0.105
H 3.443 3.726 -0.641  0.048
H 1.698 3.930 -0.790  0.051
H 2.768 4.916 -1.772  0.087
H -0.774 4.274 -5.483  0.094
H -2.346 3.370 -7.139  0.102
H -3.763 1.420 -6.536  0.102
H -3.644 0.474 -4.277  0.109
H -2.662 0.233 -2.259  0.042
H -2.881 1.833 -1.576  0.054
C 6.968 3.345 0.957  -0.024
C 6.047 2.486 1.765  -0.322
C 6.464 1.816 2.915  -0.015
C 5.526 1.041 3.563  -0.114
N 4.268 0.917 3.138  0.088
C 3.978 1.590 2.038  -0.615
S 2.347 1.609 1.343  0.993
N 4.797 2.367 1.328  0.099
H 7.874 3.590 1.506  0.077
H 6.457 4.261 0.665  0.084
H 7.249 2.821 0.042  0.088
H 7.474 1.903 3.285  0.108
H 5.784 0.496 4.464  0.111

Forces on atoms 1 to 3 (eV/Å):
Sn 0.3 -0.2 0.0
S 0.0 0.0 0.0
C 0.0 0.1 0.0

***

4.
C16H49Fe2N3O14P as an isolated structure in a non-equilibrium geometry. Source: the Open Molecules 2025 dataset; level of theory: ωB97M-V/def2-TZVPD.

## Properties
Multiplicity ... 9
Orbital gap (spin up / spin down) ... 8.228 / 7.663 eV
<S²> ... 20.016
ΔE to the lowest compared entry with this formula, charge and spin ... 176.5 kJ/mol
Molecular weight ... 650.24 g/mol
Charge ... +1

Last column: Löwdin spin population.
Geometry (Å):
Fe 0.026 1.414 -1.910  3.737
Fe 0.345 0.852 2.000  3.736
P -0.176 -0.556 -0.208  0.023
O 0.457 0.865 0.036  0.126
O -0.931 -0.201 -1.528  0.066
O -0.869 -0.541 1.143  0.067
O 1.066 -1.448 -0.342  0.006
C -1.891 -3.227 -2.343  0.000
O -1.495 -2.149 -3.124  0.002
H -1.067 -3.677 -1.789  0.000
H -2.715 -2.992 -1.670  0.000
H -2.229 -4.114 -2.879  0.000
H -1.311 -1.380 -2.580  0.001
C -0.261 -4.014 1.456  0.000
O 1.038 -3.725 1.012  0.000
H -0.546 -3.262 2.193  0.000
H -1.015 -3.853 0.685  0.000
H -0.328 -5.026 1.854  0.000
H 0.974 -2.953 0.445  0.000
C -4.035 -0.967 2.095  0.000
O -2.999 -1.958 1.943  0.002
H -3.787 -0.145 2.766  0.000
H -4.209 -0.595 1.085  0.000
H -4.949 -1.476 2.403  0.000
H -2.249 -1.503 1.552  0.001
C 2.239 0.043 -4.046  0.006
O 1.567 0.213 -2.783  0.033
H 1.725 -0.674 -4.686  0.000
H 2.489 0.913 -4.652  0.000
H 3.209 -0.443 -3.939  0.001
H 1.642 -0.629 -2.328  0.001
C -4.011 0.052 -2.873  0.000
O -3.545 0.328 -1.570  0.000
H -4.969 0.525 -3.085  0.000
H -3.267 0.467 -3.553  0.000
H -4.003 -1.018 -3.083  0.000
H -2.717 -0.126 -1.401  0.000
C 3.454 -0.896 1.599  0.004
O 2.115 -0.594 1.879  0.034
H 4.108 -0.114 1.984  0.000
H 3.733 -1.764 2.197  0.001
H 3.608 -1.183 0.558  0.000
H 1.693 -1.024 1.131  0.000
C 2.419 -3.393 -2.334  0.000
O 2.893 -2.227 -1.692  0.000
H 1.383 -3.257 -2.642  0.000
H 2.968 -3.494 -3.270  0.000
H 2.386 -4.274 -1.693  0.000
H 2.126 -2.058 -1.140  0.000
C -2.558 3.402 -1.441  0.005
O -1.524 2.713 -1.510  0.038
N -2.624 4.505 -0.706  0.002
C -1.588 5.210 0.100  0.000
C -3.757 5.429 -0.934  0.000
H -3.450 3.056 -1.987  0.000
H -0.680 4.621 0.226  0.000
H -1.918 5.600 1.062  0.000
H -1.309 6.098 -0.467  0.000
H -4.604 5.020 -1.486  0.000
H -4.069 5.721 0.069  0.000
H -3.452 6.277 -1.547  0.000
C 2.219 3.794 -1.544  0.007
O 1.282 3.048 -1.941  0.035
N 3.413 3.383 -1.197  0.005
C 4.527 4.357 -1.111  0.001
C 3.709 1.984 -0.913  0.000
H 2.174 4.892 -1.476  0.001
H 5.369 4.013 -0.510  0.000
H 4.167 5.207 -0.530  0.000
H 4.939 4.659 -2.074  0.000
H 4.311 1.964 -0.005  0.000
H 2.747 1.497 -0.753  0.000
H 4.226 1.613 -1.798  0.000
C -0.694 -0.909 4.330  0.007
O -0.046 0.007 3.852  0.037
N -0.197 -2.080 4.848  0.010
C -1.018 -3.221 5.268  0.001
C 1.185 -2.217 5.098  0.001
H -1.794 -0.962 4.295  0.001
H -0.567 -4.119 4.844  0.000
H -2.083 -3.120 5.061  0.000
H -1.040 -3.364 6.348  0.000
H 1.556 -3.149 4.672  0.000
H 1.803 -1.369 4.802  0.000
H 1.258 -2.298 6.183  0.000

Forces on atoms 1 to 3 (eV/Å):
Fe 0.7 2.0 -0.6
Fe 0.4 -1.4 0.2
P 1.5 1.7 -0.3

***

5.
C5H4N2 as an isolated structure in a non-equilibrium geometry. Source: the Open Molecules 2025 dataset; level of theory: ωB97M-V/def2-TZVPD.

## Properties
Orbital gap ... 9.068 eV
ΔE to the lowest compared entry with this formula, charge and spin ... 453.6 kJ/mol
Molecular weight ... 92.10 g/mol
Charge ... 0

Last column: Löwdin charge in e.
Geometry (Å):
C 2.478 -0.300 -0.339  0.130
C 1.328 -0.293 0.036  -0.184
C 0.150 0.026 0.769  -0.217
C -0.513 -0.862 -0.069  -0.075
C -1.598 -0.149 -0.480  -0.149
N -1.633 1.063 0.006  0.081
N -0.550 1.170 0.731  0.033
H 3.499 -0.265 -0.523  0.006
H -0.467 -1.920 -0.174  0.128
H -2.360 -0.514 -1.094  0.093
H -0.334 2.046 1.137  0.154

Forces on atoms 1 to 3 (eV/Å):
C -1.4 -0.2 0.0
C 4.0 1.8 2.1
C 1.2 -1.8 -0.9

***

6.
C31H46BrN3NiOP2 as an isolated structure in a non-equilibrium geometry. Source: the Open Molecules 2025 dataset; level of theory: ωB97M-V/def2-TZVPD.

## Properties
Multiplicity ... 3
Orbital gap (spin up / spin down) ... 6.535 / 3.657 eV
<S²> ... 2.051
ΔE to the lowest compared entry with this formula, charge and spin ... 5.1 kJ/mol
Molecular weight ... 677.27 g/mol
Charge ... +2

Last column: Löwdin spin population.
Geometry (Å):
N 0.466 4.832 4.114  0.081
C 0.792 3.584 4.466  -0.014
C 1.337 2.651 3.568  0.066
C 1.659 3.064 2.246  0.039
C 1.196 4.348 1.872  0.083
C 0.650 5.207 2.846  -0.014
C 2.377 2.251 1.268  0.201
Ni -0.718 -0.233 -0.110  0.886
P -0.214 -1.757 -1.476  0.021
C 2.246 2.439 -0.087  0.117
C 2.727 1.526 -1.121  0.083
C 2.542 1.843 -2.495  0.066
C 2.896 0.950 -3.495  0.005
C 3.321 -0.323 -3.114  0.132
C 3.732 -0.603 -1.805  -0.001
C 3.400 0.323 -0.794  0.083
Br 3.324 -1.749 -4.473  0.046
H 2.986 1.440 1.659  0.006
H 1.663 3.263 -0.497  0.001
H 1.563 1.646 3.923  0.003
H 1.360 4.741 0.870  0.002
H 0.642 3.337 5.521  -0.002
H 0.393 6.234 2.577  -0.002
H 2.108 2.803 -2.787  0.002
H 3.644 0.087 0.249  0.002
H 2.817 1.156 -4.553  -0.001
H 4.287 -1.519 -1.623  -0.002
P -2.151 1.321 -0.226  0.022
C 1.147 -2.827 -0.929  -0.003
C 1.815 -3.737 -1.950  -0.001
H 0.718 -3.424 -0.111  0.000
H 1.905 -2.158 -0.489  -0.001
H 2.543 -4.357 -1.409  0.000
H 1.116 -4.401 -2.476  0.000
H 2.377 -3.165 -2.701  0.000
C 0.157 -1.142 -3.143  0.020
C -0.118 -2.017 -4.367  0.006
H 1.231 -0.946 -3.067  0.001
H -0.328 -0.158 -3.254  0.004
H 0.301 -1.487 -5.235  0.001
H 0.366 -3.004 -4.317  0.000
H -1.194 -2.157 -4.535  0.001
C -1.814 -2.644 -1.523  -0.001
C -1.758 -4.079 -2.017  0.000
H -2.461 -2.014 -2.158  0.000
H -2.220 -2.614 -0.496  -0.001
H -2.789 -4.452 -1.967  0.000
H -1.405 -4.153 -3.054  0.000
H -1.131 -4.710 -1.373  0.000
C -3.764 0.825 0.489  -0.002
C -4.399 -0.380 -0.189  -0.001
H -4.438 1.690 0.455  0.000
H -3.585 0.631 1.555  0.000
H -5.467 -0.435 0.067  0.000
H -4.315 -0.326 -1.282  0.000
H -3.932 -1.315 0.141  0.000
C -2.493 1.592 -2.006  0.024
C -1.496 2.495 -2.709  0.002
H -3.504 2.003 -2.083  0.003
H -2.531 0.603 -2.480  0.001
H -1.806 2.643 -3.749  0.000
H -1.436 3.476 -2.231  0.000
H -0.492 2.062 -2.718  0.002
C -1.905 3.002 0.449  -0.002
C -2.220 3.172 1.927  0.000
H -2.505 3.710 -0.141  0.000
H -0.854 3.252 0.244  0.000
H -2.103 4.226 2.210  0.000
H -3.245 2.868 2.171  0.000
H -1.519 2.594 2.539  0.000
N 2.490 -2.777 5.032  0.000
C 2.381 -2.107 3.843  0.000
O 3.320 -1.503 3.322  0.000
C 1.002 -2.078 3.250  0.002
C -0.138 -2.609 3.890  -0.001
C -1.390 -2.344 3.355  0.001
C -1.513 -1.528 2.230  0.002
N -0.419 -1.015 1.604  0.030
C 0.825 -1.300 2.088  0.004
H 3.397 -2.922 5.452  0.000
H 1.721 -3.318 5.420  0.000
H -0.071 -3.194 4.819  0.000
H -2.301 -2.754 3.790  0.000
H -2.465 -1.276 1.763  0.000
H 1.667 -0.879 1.532  0.001

Forces on atoms 1 to 3 (eV/Å):
N 0.2 0.0 -0.2
C 0.2 -0.4 -0.6
C 0.5 0.4 0.2

***

> Among the records above, which one has the lowest molecular weight?

C3H3NO

***

> ΔE to the lowest compared entry with this formula, charge and spin of number 5 (C5H4N2)?

453.6 kJ/mol